#w
{
  "formula": "CH4FNS",
  "method": "the ωB97M-V functional and the def2-TZVPD basis",
  "lumo_energy_ev": 0.89,
  "smiles": "CNSF",
  "homo_ev": -9.09,
  "species": ["C", "N", "F", "S", "H", "H", "H", "H"],
  "xyz": [[-0.752, 0.423, -0.244], [0.059, -0.780, -0.080], [2.100, 0.265, 1.025], [1.615, -0.554, -0.367], [-0.450, 1.215, 0.641], [-0.481, 0.811, -1.236], [-1.833, 0.131, -0.163], [-0.258, -1.513, 0.423]],
  "lowdin_charge": [-0.189, -0.493, -0.500, 0.891, 0.125, 0.057, 0.082, 0.026]
}


#x
{
  "formula": "CH4FNS",
  "method": "the ωB97M-V functional and the def2-TZVPD basis",
  "lumo_energy_ev": -1.24,
  "homo_ev": -11.62,
  "species": ["C", "N", "F", "S", "H", "H", "H", "H"],
  "xyz": [[-0.157, 0.081, 0.145], [2.972, -1.196, 1.810], [2.015, 1.185, 2.322], [3.080, 0.154, 1.407], [0.772, 0.428, 0.242], [-0.388, -0.381, 1.000], [-0.217, -0.607, -0.599], [-0.767, 0.888, 0.078]],
  "lowdin_charge": [0.004, -0.384, -0.486, 0.921, -0.081, 0.001, 0.013, 0.012]
}


Ordering by calculated energy gives the sequence #w, #x, with the first entry being the most stable.


#w
{
  "formula": "CH4NOPS",
  "method": "the ωB97M-V functional and the def2-TZVPD basis",
  "lumo_energy_ev": 0.60,
  "smiles": "O=C(P)NS",
  "homo_ev": -9.42,
  "species": ["C", "N", "O", "P", "S", "H", "H", "H", "H"],
  "xyz": [[-0.150, 0.340, 0.002], [0.845, -0.586, -0.179], [0.006, 1.518, 0.056], [-2.015, -0.421, -0.054], [2.464, -0.381, -0.181], [0.485, -1.516, 0.217], [-2.717, 0.665, 0.392], [-1.807, 0.069, -1.275], [2.889, 0.312, 1.023]],
  "lowdin_charge": [-0.782, -0.502, 0.003, 0.834, 0.723, 0.096, -0.141, -0.151, -0.080]
}


#x
{
  "formula": "CH4NOPS",
  "method": "the ωB97M-V functional and the def2-TZVPD basis",
  "lumo_energy_ev": [-0.87, -1.04],
  "homo_ev": [-7.97, -7.77],
  "species": ["C", "N", "O", "P", "S", "H", "H", "H", "H"],
  "xyz": [[-0.913, 0.809, -0.267], [1.237, -0.996, -0.455], [-1.329, -0.396, -0.185], [-0.009, -1.815, 0.147], [2.128, 0.327, 0.068], [-0.763, 1.486, -1.092], [-0.558, 1.457, 0.702], [1.252, -1.057, -1.478], [0.341, -1.337, 1.395]],
  "lowdin_charge": [-0.150, -0.949, -0.329, 0.899, 0.431, 0.059, 0.099, 0.018, -0.077]
}


#y
{
  "formula": "CH4NOPS",
  "method": "the ωB97M-V functional and the def2-TZVPD basis",
  "lumo_energy_ev": 0.36,
  "homo_ev": -9.15,
  "species": ["C", "N", "O", "P", "S", "H", "H", "H", "H"],
  "xyz": [[-0.694, 0.396, 0.282], [0.626, 0.164, 0.501], [-1.397, 1.205, 0.725], [-1.554, -0.926, -1.392], [1.519, 0.857, 1.770], [1.090, -0.589, -0.083], [-0.422, -0.810, -2.097], [-1.123, -2.289, -0.962], [1.954, 1.992, 1.256]],
  "lowdin_charge": [-0.678, -0.430, 0.042, 0.742, 0.772, 0.098, -0.244, -0.142, -0.160]
}


Ordering by calculated energy gives the sequence #w, #y, #x, with the first entry being the most stable.


#w
{
  "formula": "C5H11NO",
  "method": "the ωB97M-V functional and the def2-TZVPD basis",
  "lumo_energy_ev": [4.03, 3.97],
  "s_squared": 0.776,
  "charge": -1,
  "spin_multiplicity": 2,
  "homo_ev": [-0.25, -2.47],
  "species": ["N", "C", "C", "C", "C", "C", "H", "H", "H", "H", "H", "H", "H", "H", "H", "H", "H", "O"],
  "xyz": [[2.624, 1.183, -0.318], [1.186, 1.212, -0.035], [-3.080, -1.197, -0.973], [-1.698, -1.252, -0.784], [-0.883, -0.165, -0.433], [0.508, -0.067, -0.508], [3.133, 1.746, 0.354], [2.853, 1.598, -1.207], [1.052, 1.418, 1.030], [0.690, 2.009, -0.624], [-3.519, -1.858, -1.724], [-3.746, -0.385, -0.708], [-1.230, -2.161, -1.156], [-1.435, 0.644, 0.018], [1.056, -0.457, -1.370], [1.386, -1.257, 2.654], [0.257, -0.315, 2.559], [0.845, -0.696, 3.226]],
  "lowdin_charge": [-0.045, -0.373, -0.155, -0.306, -0.259, -0.231, 0.038, 0.041, 0.083, 0.086, -0.021, -0.013, 0.069, 0.077, 0.056, 0.030, 0.015, -0.092]
}


#x
{
  "formula": "C5H11NO",
  "method": "the ωB97M-V functional and the def2-TZVPD basis",
  "lumo_energy_ev": [3.45, 3.36],
  "s_squared": 0.751,
  "charge": -1,
  "spin_multiplicity": 2,
  "homo_ev": [1.26, -3.73],
  "species": ["C", "O", "C", "C", "C", "C", "N", "H", "H", "H", "H", "H", "H", "H", "H", "H", "H", "H"],
  "xyz": [[-0.092, 1.903, -0.375], [-0.718, 2.850, -1.206], [0.177, 0.619, -1.106], [-0.713, -0.525, -0.655], [-0.366, -1.055, 0.653], [0.788, -1.729, 0.819], [0.943, -2.317, 2.042], [-0.711, 1.831, 0.578], [0.902, 2.458, -0.083], [-1.127, 2.259, -1.993], [0.123, 0.638, -2.223], [1.216, 0.303, -1.041], [-0.699, -1.224, -1.567], [-1.810, -0.118, -0.494], [-1.100, -0.904, 1.323], [1.622, -1.581, 0.135], [0.047, -2.842, 2.328], [1.901, -2.674, 2.371]],
  "lowdin_charge": [-0.325, -0.155, -0.261, -0.295, -0.234, -0.501, -0.119, 0.125, 0.128, 0.142, 0.108, 0.086, 0.109, 0.134, 0.041, 0.049, 0.016, -0.046]
}


Ordering by calculated energy gives the sequence #w, #x, with the first entry being the most stable.


#w
{
  "formula": "C3H8N3",
  "method": "the ωB97M-V functional and the def2-TZVPD basis",
  "lumo_energy_ev": -4.41,
  "charge": 1,
  "homo_ev": -13.20,
  "species": ["C", "C", "C", "N", "N", "N", "H", "H", "H", "H", "H", "H", "H", "H"],
  "xyz": [[-1.571, -0.662, 0.115], [0.509, -0.204, 1.132], [-0.219, 1.312, -0.725], [-0.383, -1.136, 0.559], [0.714, 0.985, 0.329], [1.123, 0.687, -0.989], [-2.188, 0.168, 0.597], [-2.030, -1.268, -0.810], [0.138, 0.234, 2.103], [1.494, -0.642, 1.210], [-0.294, 2.444, -1.072], [0.015, -1.909, 0.085], [1.070, -0.257, -1.188], [1.982, 0.998, -1.325]],
  "lowdin_charge": [0.112, -0.194, -0.012, -0.032, -0.093, 0.083, 0.126, 0.156, 0.168, 0.143, 0.136, 0.136, 0.116, 0.157]
}


#x
{
  "formula": "C3H8N3",
  "method": "the ωB97M-V functional and the def2-TZVPD basis",
  "lumo_energy_ev": -3.87,
  "charge": 1,
  "homo_ev": -14.47,
  "species": ["C", "C", "C", "N", "N", "N", "H", "H", "H", "H", "H", "H", "H", "H"],
  "xyz": [[1.340, 1.988, 0.201], [0.190, 0.452, 0.507], [-0.964, -1.401, -0.520], [-0.434, 0.475, 1.689], [1.873, 2.438, -0.829], [0.115, -0.443, -0.467], [1.553, 2.309, 1.223], [-0.858, -1.930, 0.485], [-1.837, -0.850, -0.708], [-0.922, -2.107, -1.387], [-1.139, -0.229, 2.056], [2.426, 3.395, -0.824], [0.487, -0.359, -1.385], [-0.335, 1.192, 2.313]],
  "lowdin_charge": [-0.077, -0.151, -0.042, 0.196, 0.094, 0.011, 0.089, 0.122, 0.081, 0.122, 0.170, 0.155, 0.148, 0.080]
}


Ordering by calculated energy gives the sequence #x, #w, with the first entry being the most stable.